Density functional theory data (ωB97M-V/def2-TZVPD) for a molecular structure, C4H9N5O in a non-equilibrium geometry.

The geometry in XYZ format:
```
19
Properties=species:S:1:pos:R:3:forces:R:3:mulliken_charge:R:1
C -2.034565 0.394821 1.134215 -2.33 0.38 2.29 -0.186
C -0.737630 0.460681 -0.664849 0.47 -1.34 1.16 0.234
C 2.064681 0.834802 0.685174 1.12 -0.82 -1.69 0.729
C -0.413124 -0.690024 0.101352 -0.74 1.69 -0.90 -0.100
N -1.266838 -0.663225 1.191189 -0.71 -1.62 3.55 -0.091
N -1.748136 1.076386 0.039792 0.30 -0.05 -0.77 0.005
N -0.205927 0.937864 -1.800303 0.83 0.47 -1.17 -0.442
N 2.457903 -0.050952 -0.100959 -2.52 -0.13 0.67 -0.349
N 0.550942 -1.682619 -0.144323 -0.12 -2.60 -1.28 -0.440
O 1.641486 1.691674 1.264724 -0.85 1.52 1.58 -0.149
H -2.838725 0.636706 1.940794 1.63 -0.30 -1.86 0.354
H -1.380739 -1.264023 2.141412 0.88 1.33 -3.28 0.388
H -2.306956 1.813097 -0.339288 -0.30 0.66 0.01 0.262
H 0.656845 0.508383 -2.142276 -0.67 0.26 0.11 0.242
H -0.434559 1.828089 -2.283395 -0.11 -1.04 0.88 0.229
H 1.727702 -1.002752 -0.228483 -0.58 0.02 0.49 0.390
H 3.381467 -0.192388 -0.302100 3.25 -0.15 -0.55 0.234
H 0.382328 -2.194669 -1.074911 0.12 0.82 1.56 0.400
H 0.503852 -2.441855 0.582232 0.31 0.90 -0.81 0.289
```
Forces are in eV/Å.

Largest force on an atom: 0.077 Eh/bohr
Energy relative to the best compared isomer or geometry (same formula, charge and spin): 0.0 kcal per mole
Total charge: +2

Density functional theory data (ωB97M-V/def2-TZVPD) for a molecular structure, C29H42BF21InO14 in a non-equilibrium geometry.

The geometry in XYZ format:
```
108
Properties=species:S:1:pos:R:3:forces:R:3:mulliken_charge:R:1
C 2.281013 -2.176333 11.028478 0.16 0.03 -0.94 -0.965
B 1.878441 -2.406848 9.486961 -0.05 -0.08 0.41 0.052
O 1.872058 -3.730625 9.058199 0.42 0.36 0.00 -0.519
In 1.373862 -0.576586 8.218559 -0.02 -0.09 -0.28 0.704
C 1.207615 -0.928229 5.986679 0.31 0.71 0.28 -1.146
C 1.361571 0.424910 5.258036 -0.86 -1.30 0.36 -0.142
O 2.468210 0.430662 4.344096 -0.27 0.33 0.30 -0.398
C 3.359906 1.473224 4.487113 0.81 0.26 -0.39 -0.221
C 4.740237 0.980288 4.974903 -2.00 0.09 0.24 0.774
F 4.854162 -0.307357 4.794031 0.59 -1.73 -0.87 -0.277
F 5.739993 1.606918 4.382941 1.16 0.70 -1.08 -0.313
F 4.909913 1.162989 6.261569 0.16 0.63 1.91 -0.280
H 1.354121 -1.936788 11.551371 -0.04 -0.18 0.25 0.273
H 2.819890 -3.021649 11.473878 -0.15 -0.06 0.28 0.260
H 2.898937 -1.284019 11.092379 0.15 0.12 0.15 0.228
H 2.378896 -4.248213 9.697952 -0.28 -0.26 0.06 0.270
H 2.638507 0.705897 8.361867 -0.14 -0.12 0.00 -0.377
H -0.190147 0.098599 8.784996 0.16 0.09 -0.09 -0.426
H 1.896980 -1.668809 5.586185 0.28 0.07 0.03 0.468
H 0.220043 -1.302779 5.784452 -0.30 -0.20 -0.18 0.207
H 0.439409 0.579248 4.690447 0.06 0.32 -0.30 0.080
H 1.409316 1.218576 6.001313 0.52 0.41 -0.23 0.353
H 3.049927 2.248103 5.186565 -0.22 0.02 0.12 0.378
H 3.542253 1.943205 3.520090 -0.05 0.08 -0.19 0.080
C 2.517768 5.348611 -1.022570 -0.20 -0.24 -0.01 -1.001
C 2.842353 5.992500 0.307145 0.32 0.17 -0.46 -0.328
O 1.812582 5.712373 1.268880 -0.09 -0.02 0.29 -0.329
C 1.885058 4.518689 1.855697 0.37 0.29 -0.38 0.336
O 2.716572 3.687021 1.647310 -0.14 -0.13 0.14 -0.507
C 0.755979 4.370757 2.884806 -0.53 -0.24 0.47 0.962
F -0.418426 4.799667 2.384913 0.25 -0.04 0.02 -0.265
F 1.028102 5.099922 3.979705 0.04 -0.04 -0.25 -0.285
F 0.609783 3.103367 3.252561 0.13 0.21 -0.14 -0.233
H 1.530230 5.659914 -1.366083 0.05 0.10 -0.03 0.303
H 3.256065 5.622910 -1.776107 0.01 0.04 0.03 0.430
H 2.501538 4.262410 -0.931993 0.10 0.01 0.00 0.247
H 2.876127 7.075789 0.207097 -0.20 0.01 0.15 0.324
H 3.812758 5.669391 0.682441 -0.10 -0.16 0.12 0.324
C -5.963553 -3.250796 4.939138 -0.02 0.24 0.12 -1.099
C -4.609366 -3.865890 5.225347 -0.33 -0.31 -0.22 -0.242
O -3.645312 -2.860779 5.562246 0.18 0.09 0.10 -0.292
C -3.664835 -2.432570 6.825448 -0.26 -0.38 -0.28 0.187
O -4.412821 -2.814958 7.677325 0.08 0.14 0.08 -0.535
C -2.549195 -1.401088 7.044581 0.72 0.55 0.15 1.082
F -2.509297 -0.508080 6.037619 -0.13 -0.22 0.07 -0.287
F -1.365880 -2.024128 7.093775 -0.70 -0.14 0.10 -0.232
F -2.742365 -0.733167 8.173499 -0.18 -0.24 -0.09 -0.243
H -5.878464 -2.486210 4.165934 0.02 -0.08 -0.07 0.297
H -6.666679 -4.014369 4.605430 0.03 -0.02 -0.01 0.374
H -6.370938 -2.770537 5.828408 0.00 -0.09 0.04 0.312
H -4.226233 -4.359920 4.334042 0.17 0.14 0.01 0.309
H -4.667708 -4.614279 6.015229 0.03 0.14 0.13 0.327
C 4.731573 0.445767 -2.990321 -0.12 0.37 0.00 -1.297
C 3.504782 -0.284752 -3.494711 0.71 -0.02 0.13 0.019
O 2.310810 0.484749 -3.236455 -0.33 0.12 -0.07 -0.297
C 2.034317 1.446400 -4.101691 0.51 -0.54 0.00 0.361
O 2.667539 1.732485 -5.076082 -0.25 0.22 -0.04 -0.534
C 0.728288 2.142859 -3.696447 -0.74 0.63 0.26 0.878
F 0.690487 2.402567 -2.381567 0.29 -0.11 -0.34 -0.256
F -0.343710 1.375646 -3.987359 0.31 -0.10 0.00 -0.231
F 0.565098 3.300897 -4.338982 0.24 -0.24 -0.03 -0.271
H 4.618951 0.695605 -1.934800 0.02 -0.13 0.02 0.331
H 5.619119 -0.173707 -3.114183 -0.03 -0.04 0.00 0.403
H 4.884109 1.380350 -3.530862 0.03 -0.06 -0.08 0.325
H 3.385042 -1.214247 -2.957266 -0.26 0.08 0.20 0.381
H 3.581998 -0.521901 -4.553670 -0.14 0.19 -0.06 0.200
C -0.940028 1.027178 -7.830466 -0.12 -0.05 -0.29 -1.185
C -1.452319 -0.106486 -6.968567 0.45 0.43 0.28 0.025
O -2.645869 -0.686706 -7.533686 -0.20 -0.22 -0.07 -0.345
C -2.457064 -1.571979 -8.501115 0.46 0.35 0.47 0.358
O -1.399676 -1.929018 -8.932130 -0.16 -0.22 -0.22 -0.511
C -3.808819 -2.128449 -8.969300 -0.58 -0.18 -0.31 0.881
F -4.713019 -1.152160 -9.137117 0.21 -0.14 0.05 -0.245
F -4.297893 -2.991601 -8.061757 0.17 0.15 -0.08 -0.255
F -3.684892 -2.777667 -10.128950 0.10 0.11 0.22 -0.242
H -1.723911 1.768499 -7.989096 0.02 0.04 0.13 0.323
H -0.086934 1.510680 -7.354857 -0.01 -0.02 0.04 0.339
H -0.630304 0.666081 -8.811186 0.09 -0.05 0.05 0.360
H -1.734837 0.270074 -5.988206 -0.26 -0.09 -0.05 0.219
H -0.692056 -0.872544 -6.818405 -0.10 -0.12 -0.17 0.269
C -0.585525 -5.232627 -7.333901 0.01 0.33 0.07 -1.055
C 0.682716 -5.990214 -7.008953 -0.51 -0.34 -0.26 -0.301
O 1.752246 -5.080342 -6.690242 0.31 0.09 0.15 -0.301
C 1.759452 -4.608280 -5.449793 -0.41 -0.47 -0.30 0.262
O 0.973007 -4.868458 -4.588891 0.17 0.20 0.15 -0.513
C 2.971492 -3.688632 -5.253917 0.59 0.52 0.08 1.005
F 3.127302 -2.841544 -6.285022 -0.14 -0.16 0.15 -0.269
F 4.102214 -4.405307 -5.148440 -0.27 -0.02 -0.01 -0.273
F 2.847573 -2.953509 -4.143149 -0.18 -0.53 -0.31 -0.236
H -0.405159 -4.509380 -8.130452 -0.01 -0.09 -0.07 0.277
H -1.371690 -5.917252 -7.650794 0.04 -0.04 0.00 0.422
H -0.941647 -4.677002 -6.466090 -0.03 -0.10 0.04 0.309
H 1.017462 -6.556287 -7.875794 0.22 0.15 0.00 0.344
H 0.532053 -6.698687 -6.195233 0.09 0.16 0.15 0.319
C -1.751599 2.488308 -0.690513 -0.24 0.36 0.18 -1.020
C -2.996864 1.765501 -1.153973 0.57 -0.35 0.01 -0.352
O -4.185661 2.521401 -0.849023 -0.31 0.12 -0.06 -0.305
C -4.492809 3.490847 -1.698421 0.51 -0.49 -0.01 0.337
O -3.882152 3.791211 -2.682616 -0.23 0.20 -0.02 -0.522
C -5.801226 4.164888 -1.262036 -0.50 0.40 0.24 0.905
F -5.814925 4.410790 0.055664 0.05 -0.07 -0.24 -0.240
F -6.851847 3.372855 -1.543717 0.23 0.05 0.00 -0.257
F -5.979917 5.324824 -1.898319 0.11 -0.23 0.03 -0.241
H -1.822137 2.727461 0.371656 0.00 -0.12 0.02 0.406
H -0.875473 1.870467 -0.853223 -0.02 -0.10 0.06 0.310
H -1.619089 3.428274 -1.226452 0.03 -0.06 -0.09 0.320
H -3.099767 0.820698 -0.624385 -0.22 0.10 0.10 0.358
H -2.957772 1.540446 -2.219618 -0.12 0.19 -0.04 0.310
```
Forces are in eV/Å.

Largest force on an atom: 0.039 Eh/bohr
Total charge: -1

Density functional theory data (ωB97M-V/def2-TZVPD) for 2 unconnected molecules or ions with the total composition C17H23NO2 in a non-equilibrium geometry.

The geometry in XYZ format:
```
43
Properties=species:S:1:pos:R:3:forces:R:3:mulliken_charge:R:1
C -2.462792 0.602575 2.509584 -0.40 0.24 -0.09 -0.601
N -1.074834 0.188077 2.739659 1.58 1.20 -0.39 0.348
C -0.856707 -0.902572 3.690613 0.04 -0.56 0.16 -0.801
C -0.075712 0.870042 2.220073 -1.63 -0.19 0.58 -0.768
C 1.322346 0.595507 2.472291 1.35 -0.59 0.25 0.548
C 1.873479 -0.687451 2.238733 -0.30 0.45 0.20 0.146
C 3.208542 -0.931770 2.540893 0.04 0.16 -0.03 -0.741
C 4.018790 0.091586 3.050697 -0.44 0.05 0.01 -0.376
C 3.485964 1.371185 3.267969 0.06 -0.28 -0.06 -0.586
C 2.150481 1.628491 2.974971 -0.50 -0.38 -0.35 -0.334
H -3.092417 -0.016773 3.153303 0.02 0.30 -0.26 0.286
H -2.580280 1.662230 2.778244 0.06 -0.35 -0.05 0.317
H -2.734960 0.444712 1.457591 0.13 -0.17 -0.07 0.225
H -1.822642 -1.105211 4.160524 0.38 -0.05 -0.01 0.311
H -0.511356 -1.813233 3.183935 -0.18 0.31 0.14 0.306
H -0.117871 -0.616422 4.453640 -0.21 -0.03 -0.35 0.364
H -0.337815 1.770431 1.646233 -0.05 -0.46 0.20 0.484
H 1.244711 -1.471383 1.802964 0.34 0.34 0.09 0.320
H 3.616824 -1.929824 2.366189 -0.08 0.39 0.02 0.366
H 5.062664 -0.116639 3.289009 -0.29 0.11 -0.10 0.388
H 4.118939 2.168415 3.661066 -0.21 -0.25 -0.12 0.377
H 1.709840 2.615395 3.141536 0.28 -0.26 -0.06 0.392
C -1.035434 -0.693313 -5.052893 0.00 -0.07 0.03 -2.055
C -0.875783 -0.218891 -3.613278 0.14 0.02 0.42 1.879
C -1.116620 1.295252 -3.582256 -0.03 0.04 -0.14 -1.786
C -1.869473 -0.943596 -2.691152 -0.11 0.06 0.01 -1.102
C -1.725581 -0.518262 -1.222055 1.08 0.16 0.09 0.350
O -2.722674 -0.426647 -0.480629 -0.28 -0.12 -0.01 -0.816
C -0.394347 -0.249114 -0.779142 -0.17 -0.32 -0.64 0.123
C 0.766218 -0.194917 -1.620056 -0.64 -0.17 0.19 0.203
O 1.896016 0.104689 -1.207237 -0.08 -0.10 -0.19 -0.765
C 0.534749 -0.559334 -3.102509 0.12 0.12 0.02 -1.007
H -0.869789 -1.774271 -5.131100 -0.03 0.13 -0.04 0.396
H -2.044884 -0.464008 -5.413980 0.13 -0.07 -0.03 0.431
H -0.310374 -0.178609 -5.695206 -0.12 -0.13 0.02 0.425
H -1.025456 1.707806 -2.573334 0.00 -0.07 -0.15 0.381
H -0.390388 1.797491 -4.235150 -0.13 -0.02 0.13 0.420
H -2.123537 1.514435 -3.961063 0.15 0.03 0.08 0.423
H -2.899761 -0.778439 -3.029323 0.08 0.00 0.19 0.363
H -1.663370 -2.027046 -2.757270 -0.14 0.25 0.08 0.368
H -0.243821 -0.090830 0.282491 0.00 0.06 -0.10 0.113
H 0.674467 -1.650590 -3.207192 0.07 0.28 0.08 0.353
H 1.294628 -0.069181 -3.727404 -0.05 -0.07 0.25 0.334
```
Forces are in eV/Å.

Largest force on an atom: 0.039 Eh/bohr
Energy relative to the best compared isomer or geometry (same formula, charge and spin): 76.9 kcal per mole

We obtain E_HOMO values of -16.65 -3.76 -6.57 eV for the records listed above, in that order.